The following is a quantum chemistry calculation of 10 unconnected molecules or ions with the total composition C35H56Cl6F2O15 in a non-equilibrium geometry, from the OMol25 dataset.

```
! RIJCOSX wB97M-V def2-TZVPD def2/J DEFGRID3
* xyz 0 1
C -4.114 0.551 -2.975
Cl -3.789 2.283 -2.690
Cl -5.851 0.208 -2.722
H -3.742 0.328 -3.965
H -3.605 -0.002 -2.197
C 0.387 3.912 -3.747
Cl -0.452 3.348 -5.208
Cl -0.289 5.371 -3.039
H 0.310 3.161 -2.965
H 1.441 4.024 -3.982
C 2.988 0.394 -2.475
Cl 4.692 0.436 -3.002
Cl 2.821 1.286 -0.938
H 2.381 0.884 -3.226
H 2.664 -0.623 -2.291
C 2.358 4.856 -0.815
C 2.002 4.632 0.631
O 1.309 3.398 0.799
C 1.186 2.978 2.072
O 1.714 3.470 3.030
O 0.407 1.909 2.037
C -0.075 1.426 3.280
H 1.449 5.104 -1.383
H 2.856 4.004 -1.260
H 2.905 5.791 -0.949
H 1.425 5.449 1.065
H 2.962 4.647 1.159
H -0.956 0.814 3.080
H -0.427 2.192 3.966
H 0.645 0.751 3.742
C -6.274 -2.827 -4.296
C -5.578 -4.050 -3.709
O -5.077 -3.813 -2.395
C -4.054 -2.960 -2.264
O -3.448 -2.472 -3.182
O -3.787 -2.675 -1.001
C -4.611 -3.192 0.051
H -5.586 -2.019 -4.499
H -7.157 -2.556 -3.715
H -6.720 -3.126 -5.251
H -4.706 -4.247 -4.340
H -6.182 -4.950 -3.772
H -5.640 -2.851 -0.038
H -4.213 -2.871 1.008
H -4.577 -4.279 -0.005
C 5.481 -0.960 6.276
C 4.373 -1.976 6.022
O 3.440 -1.389 5.117
C 2.258 -1.922 4.973
O 1.871 -2.963 5.441
O 1.525 -1.120 4.191
C 0.233 -1.581 3.847
H 6.161 -1.262 7.068
H 4.981 -0.053 6.626
H 6.017 -0.694 5.368
H 3.895 -2.233 6.965
H 4.773 -2.882 5.569
H 0.223 -2.609 3.475
H -0.151 -0.927 3.069
H -0.433 -1.610 4.712
C 5.241 -3.348 1.775
C 4.271 -2.731 0.778
O 3.657 -3.833 0.076
C 2.722 -3.613 -0.818
O 2.277 -2.537 -1.119
O 2.299 -4.785 -1.273
C 1.064 -4.801 -1.935
H 5.474 -2.637 2.566
H 6.133 -3.644 1.225
H 4.787 -4.208 2.265
H 4.750 -2.091 0.043
H 3.470 -2.272 1.361
H 0.980 -4.131 -2.802
H 0.234 -4.478 -1.303
H 0.877 -5.771 -2.388
C -0.760 -1.368 -0.486
C 0.355 -0.382 -0.148
O -0.225 0.696 0.585
C -0.563 1.776 -0.127
O -0.544 1.886 -1.316
O -0.885 2.702 0.762
C -1.424 3.920 0.255
H -0.304 -2.282 -0.872
H -1.422 -0.979 -1.264
H -1.399 -1.648 0.351
H 0.865 -0.054 -1.051
H 1.053 -0.915 0.495
H -2.355 3.683 -0.266
H -0.736 4.291 -0.508
H -1.507 4.621 1.076
F 2.979 -0.075 -6.923
C 2.219 -0.573 -5.929
C 1.115 0.126 -5.455
C 0.406 -0.384 -4.384
C 0.763 -1.589 -3.788
C 1.894 -2.238 -4.251
C 2.661 -1.728 -5.304
H 0.889 1.069 -5.933
H -0.505 0.122 -4.081
H 0.198 -2.051 -2.991
H 2.181 -3.166 -3.771
H 3.528 -2.292 -5.615
F -4.153 1.582 4.696
C -3.738 2.791 4.285
C -4.425 3.444 3.290
C -3.995 4.683 2.855
C -2.862 5.248 3.410
C -2.137 4.587 4.407
C -2.552 3.313 4.792
H -5.209 2.883 2.793
H -4.546 5.198 2.079
H -2.469 6.208 3.097
H -1.242 5.020 4.828
H -2.024 2.844 5.613
*
```

The SMILES is CCOC(=O)OC.CCOC(=O)OC.CCOC(=O)OC.CCOC(=O)OC.CCOC(=O)OC.Fc1ccccc1.Fc1ccccc1.ClCCl.ClCCl.ClCCl. The calculation puts the orbital gap at 9.53 eV. For the HOMO energy, the calculation gives -9.2 eV.

The following is a quantum chemistry calculation of a gas-phase ion, C35H56N15O6 (charge +1) in a non-equilibrium geometry, from the OMol25 dataset.

```
! RIJCOSX wB97M-V def2-TZVPD def2/J DEFGRID3
* xyz 1 1
C 6.836 -3.241 0.609
C 6.526 -2.371 -0.152
C 6.114 -1.341 -1.088
H 6.882 -1.241 -1.869
H 6.017 -0.382 -0.559
O 4.870 -1.721 -1.669
C 4.502 -1.019 -2.835
H 5.308 -1.052 -3.579
C 4.099 0.449 -2.590
O 3.563 0.995 -3.780
C 2.158 1.082 -3.846
C 1.663 2.389 -3.197
O 0.265 2.461 -3.030
C -0.475 2.614 -4.227
H 0.067 3.271 -4.919
H -0.622 1.639 -4.712
C -1.835 3.248 -3.910
N -2.695 2.372 -3.166
C -3.138 2.607 -1.920
N -2.756 3.724 -1.301
C -3.263 3.884 -0.077
N -4.043 3.014 0.552
C -4.313 1.900 -0.135
N -3.907 1.658 -1.382
N -5.047 0.949 0.479
C -5.261 1.007 1.902
C -4.111 0.269 2.607
N -3.800 -0.948 1.876
C -2.626 -1.596 1.935
O -2.374 -2.588 1.275
C -1.586 -1.021 2.910
N -0.388 -1.800 2.831
C -0.063 -2.929 3.496
C 1.150 -3.315 2.958
N 1.464 -2.405 2.016
N 0.541 -1.510 1.946
C 2.020 -4.482 3.267
H 1.766 -5.308 2.597
H 1.837 -4.804 4.292
C 3.510 -4.163 3.080
C 4.381 -5.245 3.714
H 4.173 -6.208 3.253
H 4.186 -5.315 4.780
H 5.434 -5.012 3.575
O 3.751 -4.064 1.686
H 4.688 -3.883 1.542
H 3.729 -3.194 3.555
H -0.680 -3.356 4.256
H -1.974 -1.029 3.931
H -1.335 0.000 2.609
C -4.838 -1.430 0.985
C -5.153 -0.379 -0.090
H -6.164 -0.541 -0.477
H -4.450 -0.439 -0.922
H -4.481 -2.352 0.524
H -5.731 -1.658 1.576
H -4.387 0.039 3.643
H -3.237 0.923 2.604
H -5.273 2.052 2.208
H -6.229 0.554 2.128
N -2.964 5.048 0.571
C -1.784 5.767 0.156
H -1.636 5.573 -0.905
H -1.950 6.836 0.309
C -0.574 5.275 1.003
N -0.967 4.089 1.733
C -0.843 2.824 1.291
O -1.350 1.876 1.869
C 0.019 2.617 0.046
N 0.057 1.238 -0.343
C -0.980 0.428 -0.625
C -0.404 -0.745 -1.071
N 0.929 -0.558 -1.029
N 1.195 0.626 -0.584
C -1.059 -1.983 -1.574
C -0.077 -3.029 -2.110
H -0.620 -3.672 -2.803
H 0.700 -2.523 -2.685
C 0.554 -3.898 -1.008
C 2.077 -3.844 -0.990
H 2.470 -3.949 -2.003
H 2.480 -4.650 -0.376
N 2.529 -2.567 -0.417
H 2.352 -2.573 0.631
H 3.517 -2.389 -0.629
H 1.937 -1.748 -0.779
H 0.182 -3.582 -0.034
H 0.248 -4.935 -1.144
H -1.655 -2.418 -0.768
H -1.754 -1.692 -2.367
H -2.001 0.712 -0.505
H 1.050 2.925 0.236
H -0.400 3.195 -0.788
C -1.997 4.380 2.715
H -2.323 3.434 3.144
C -3.172 5.102 1.998
H -4.120 4.619 2.224
H -3.220 6.154 2.288
H -1.571 5.005 3.503
H 0.295 5.083 0.379
H -0.300 6.029 1.746
H -3.005 1.511 -3.588
H -1.692 4.142 -3.301
H -2.313 3.525 -4.856
H 2.027 3.241 -3.788
H 2.078 2.455 -2.189
H 1.909 1.068 -4.911
H 1.678 0.227 -3.354
H 4.982 1.047 -2.343
H 3.382 0.504 -1.762
H 3.641 -1.561 -3.236
H 7.179 -3.991 1.260
*
```

The calculation puts the orbital gap at 9.66 eV. For the HOMO energy, the calculation gives -10.9 eV.

The following is a quantum chemistry calculation of a molecular structure, C35H58BF5N12O2SSi3Ti in a non-equilibrium geometry, from the OMol25 dataset.

```
! RIJCOSX wB97M-V def2-TZVPD def2/J DEFGRID3
* xyz 1 2
Ti -0.335 0.222 -0.043
C 2.319 2.654 -0.888
C 0.947 2.742 -1.460
C 0.592 3.579 -2.504
C -0.767 3.419 -2.647
N -1.207 2.536 -1.753
N -0.146 2.082 -1.008
B -2.717 2.441 -1.358
N -3.487 1.369 -2.124
C -3.770 1.339 -3.442
C -4.553 0.239 -3.688
C -4.693 -0.381 -2.436
C -5.396 -1.657 -2.102
N -4.054 0.312 -1.503
N -2.805 2.169 0.164
C -3.778 2.646 0.944
C -3.599 2.163 2.222
C -2.460 1.368 2.153
C -1.870 0.598 3.287
N -1.971 1.383 0.899
N -3.360 3.791 -1.624
C -4.616 4.068 -2.065
C -4.825 5.412 -1.911
C -3.624 5.901 -1.344
C -3.286 7.303 -0.958
N -2.756 4.920 -1.169
H 2.595 3.628 -0.480
H 2.407 1.906 -0.113
H 3.036 2.410 -1.674
H 1.241 4.242 -3.049
H -1.458 3.922 -3.301
H -3.412 2.109 -4.107
H -4.952 -0.087 -4.633
H -6.080 -1.523 -1.262
H -5.976 -2.009 -2.953
H -4.665 -2.429 -1.849
H -4.532 3.300 0.540
H -4.204 2.357 3.090
H -2.645 -0.014 3.750
H -1.062 -0.053 2.972
H -1.494 1.276 4.055
H -5.260 3.293 -2.445
H -5.708 5.970 -2.169
H -3.552 8.001 -1.751
H -3.829 7.602 -0.061
H -2.220 7.388 -0.758
C 0.689 2.182 2.026
O 0.849 0.779 1.626
Si 2.250 0.094 2.536
C 3.709 1.174 2.123
C 1.787 0.483 4.309
C 2.619 -1.695 2.280
Si 2.004 -2.912 3.590
C 3.152 -2.825 5.079
C 0.272 -2.454 4.175
C 2.001 -4.692 2.987
Si 4.043 -2.371 1.212
C 5.137 -1.165 0.287
C 5.228 -3.227 2.398
C 3.371 -3.608 -0.037
H 1.612 2.718 1.829
H 0.451 2.225 3.085
H -0.113 2.624 1.449
H 3.569 2.208 2.439
H 3.997 1.155 1.075
H 4.555 0.782 2.694
H 2.172 1.467 4.582
H 2.252 -0.239 4.980
H 0.716 0.466 4.509
H 3.618 -1.848 5.207
H 3.954 -3.558 5.002
H 2.583 -3.043 5.986
H 0.317 -1.716 4.976
H -0.349 -2.047 3.376
H -0.238 -3.333 4.575
H 3.007 -5.109 2.997
H 1.612 -4.824 1.980
H 1.396 -5.300 3.665
H 5.703 -0.500 0.938
H 4.612 -0.577 -0.464
H 5.861 -1.790 -0.246
H 5.548 -2.564 3.204
H 6.120 -3.520 1.840
H 4.817 -4.128 2.849
H 3.461 -3.190 -1.041
H 2.321 -3.857 0.116
H 3.949 -4.534 0.002
C -1.034 -3.971 1.431
N -2.240 -3.164 1.348
C -2.286 -1.897 0.946
N -3.463 -1.301 0.764
O -1.175 -1.239 0.850
H -1.055 -4.564 2.341
H -0.175 -3.312 1.447
H -0.958 -4.623 0.562
H -3.117 -3.659 1.354
H -4.266 -1.911 0.813
H -3.554 -0.592 -0.009
F -1.202 -0.500 -1.571
C -1.654 -2.226 -1.924
F -0.538 -2.816 -1.462
C -1.434 -2.196 -3.460
F -1.965 -1.125 -4.043
F -0.159 -2.301 -3.863
F -2.073 -3.289 -3.917
C 4.369 -1.503 -4.943
C 3.172 -0.805 -4.382
C 2.304 -0.054 -5.169
C 1.237 0.552 -4.536
N 1.018 0.433 -3.227
C 1.897 -0.308 -2.577
S 1.746 -0.502 -0.814
N 2.965 -0.922 -3.068
H 4.373 -1.483 -6.030
H 4.385 -2.537 -4.599
H 5.279 -1.025 -4.578
H 2.458 0.051 -6.233
H 0.519 1.149 -5.088
*
```

The calculation puts the orbital gap (spin up / spin down) at 6.99 / 6.98 eV. For the HOMO energy (spin up / spin down), the calculation gives -11.0 / -11.0 eV. Its expectation value of S² is 0.7534.

> What is the formula in the second record?

C35H56N15O6